DFT (ωB97M-V/def2-TZVPD) results for a structure of composition C33H42N4O3S2TeTi.

As for the net charge: +2. Its total energy is -99074.200 eV. The calculation puts the HOMO-LUMO gap at 7.06 eV.

Structure (XYZ):
```
86
Properties=species:S:1:pos:R:3:forces:R:3:lowdin_charge:R:1
Ti -0.67604 -0.77306 -1.30753 -0.52 1.61 -0.70 0.682
C -2.42507 -3.58148 -4.08745 0.07 -0.03 -0.31 -0.214
S -2.25996 -2.96756 -2.44320 0.48 0.30 -0.26 0.961
C -2.12633 -4.48940 -1.56594 0.00 -0.29 0.05 -0.205
O -0.78502 -2.39552 -2.42022 -0.79 -0.89 0.06 -0.629
H -1.56925 -4.21777 -4.31912 -0.11 0.03 -0.04 0.081
H -2.46729 -2.71651 -4.75001 0.01 -0.08 0.01 0.065
H -3.36503 -4.13863 -4.13642 0.11 0.06 -0.03 0.084
H -3.07775 -5.02277 -1.66438 0.16 0.07 0.02 0.087
H -1.94009 -4.24230 -0.52552 0.01 -0.03 0.07 0.061
H -1.30452 -5.05711 -2.00441 -0.07 -0.06 0.11 0.082
C -3.98995 -0.58563 0.24908 -0.12 0.04 0.00 0.032
C -2.60120 -0.51879 -0.25574 0.49 -0.02 0.07 -0.632
O -1.81174 -1.63680 -0.10535 -0.87 -0.14 0.45 -0.296
N -2.02176 0.47207 -0.86682 -0.19 -0.73 0.12 -0.075
Te 0.25796 0.62579 0.92390 0.31 0.40 0.41 1.684
C 1.42743 -0.42017 2.32315 -0.05 -0.04 -0.15 -0.391
C 1.80214 0.28524 3.47094 0.07 0.04 0.18 -0.290
C 1.52101 1.75569 3.70523 -0.12 -0.27 0.01 -0.057
C 2.46381 -0.42726 4.46988 0.06 0.06 0.13 0.004
C 2.75873 -1.77784 4.35144 0.09 -0.06 0.19 -0.239
C 3.44999 -2.53411 5.46073 -0.05 0.05 -0.14 -0.030
C 2.41049 -2.42424 3.16981 0.12 -0.19 0.02 -0.006
C 1.75344 -1.76947 2.14242 0.01 -0.08 0.02 -0.302
C 1.41216 -2.56656 0.90591 -0.11 -0.02 0.25 -0.054
C -1.42955 1.02040 2.12340 -0.12 -0.21 0.01 -0.379
C -1.94334 2.32238 2.03312 0.00 0.08 0.05 -0.304
C -1.36782 3.39270 1.13073 -0.15 -0.16 0.20 -0.076
C -3.04457 2.64078 2.81903 -0.06 0.12 0.00 0.000
C -3.63860 1.71894 3.67187 -0.20 0.07 0.09 -0.242
C -4.82305 2.09900 4.52932 0.16 -0.04 -0.04 -0.030
C -3.11696 0.43284 3.71161 0.00 -0.12 0.07 -0.008
C -2.01997 0.04371 2.94507 -0.03 0.07 0.02 -0.276
C -1.57220 -1.39717 3.05532 0.09 0.23 0.09 -0.034
H -4.05151 -1.26757 1.09338 0.00 -0.02 0.02 0.096
H -4.64600 -0.94551 -0.54800 0.01 0.01 0.01 0.104
H -4.30974 0.41283 0.53968 -0.04 0.01 0.00 0.102
H 1.71200 2.35542 2.81750 0.04 0.04 -0.12 0.055
H 2.15137 2.13943 4.50594 -0.01 -0.05 -0.02 0.088
H 0.47831 1.92108 3.99542 0.06 -0.04 -0.03 0.087
H 2.76123 0.10194 5.37156 -0.04 -0.06 -0.08 0.127
H 3.66012 -1.89110 6.31302 -0.01 0.02 -0.02 0.081
H 4.39468 -2.95890 5.11380 -0.05 0.04 0.00 0.090
H 2.83042 -3.36415 5.80737 0.01 0.05 -0.03 0.090
H 2.66273 -3.47543 3.04554 -0.02 0.11 0.03 0.131
H 2.10855 -3.39548 0.77712 -0.02 0.02 0.04 0.097
H 1.47482 -1.95451 0.01388 0.04 0.11 -0.14 0.008
H 0.40398 -2.98654 0.96429 -0.02 0.02 0.02 0.083
H -0.36058 3.67223 1.43345 0.14 0.01 0.03 0.070
H -1.98421 4.28910 1.16540 -0.01 -0.03 0.04 0.086
H -1.33472 3.06150 0.09604 0.01 -0.08 -0.18 0.053
H -3.44898 3.64753 2.76285 0.02 -0.09 0.00 0.125
H -5.25747 3.04853 4.21725 0.04 -0.05 -0.01 0.081
H -4.52165 2.19814 5.57552 0.00 -0.01 -0.07 0.093
H -5.59966 1.33410 4.48863 0.03 0.01 -0.01 0.086
H -3.57883 -0.30630 4.36479 0.05 0.10 -0.11 0.131
H -2.40251 -2.01615 3.39559 0.01 0.03 0.01 0.092
H -0.76042 -1.51054 3.77607 0.02 0.04 0.03 0.093
H -1.22994 -1.79149 2.10451 0.06 -0.01 -0.08 0.037
S -1.31718 0.39293 -3.66253 -0.01 0.23 -0.07 0.705
C -0.11480 1.23312 -4.57998 0.01 -0.38 0.08 -0.686
N -0.20435 2.57787 -4.62599 -0.01 0.39 -0.18 0.082
C 0.62296 3.38936 -5.31711 -0.33 0.07 0.16 -0.043
C 1.64055 2.85491 -6.04616 0.16 -0.01 -0.21 -0.031
C 1.78921 1.46903 -6.04073 0.03 -0.22 -0.01 -0.011
C 0.92708 0.66827 -5.31424 0.18 -0.10 -0.10 -0.065
H -0.96583 2.98236 -4.09761 -0.07 0.08 0.09 0.156
H 0.42673 4.45057 -5.24657 -0.01 -0.08 0.02 0.149
H 2.29928 3.49906 -6.61117 -0.03 -0.04 0.03 0.128
H 2.58443 1.01455 -6.62384 -0.09 0.02 0.06 0.128
H 1.01392 -0.40841 -5.31837 0.04 -0.01 -0.03 0.118
N 4.33595 3.27195 -2.36988 -0.26 -0.09 -0.12 0.209
C 3.09851 2.78714 -2.60633 0.16 0.18 0.00 -0.467
O 2.15491 3.46974 -2.97262 0.26 -0.13 0.23 0.064
C 2.90101 1.30250 -2.42709 0.21 0.19 -0.17 -0.098
C 3.84642 0.32470 -2.69599 0.30 0.03 -0.04 0.035
C 3.47940 -1.01171 -2.63299 0.24 0.00 -0.09 0.001
C 2.19480 -1.33005 -2.26201 -0.30 0.25 0.05 -0.096
N 1.28205 -0.38603 -1.96053 1.01 0.26 -0.31 -0.100
C 1.63121 0.90762 -2.08196 -0.01 -0.58 0.04 -0.149
H 4.49295 4.25927 -2.49294 -0.01 0.03 0.02 0.130
H 5.07002 2.72093 -1.96309 -0.01 -0.02 0.03 0.113
H 4.85810 0.59394 -2.98831 -0.12 -0.03 0.01 0.134
H 4.17794 -1.80259 -2.87451 -0.02 0.08 0.03 0.129
H 1.86624 -2.35546 -2.19992 -0.07 -0.12 0.00 0.124
H 0.87642 1.65689 -1.91799 -0.21 0.11 0.11 0.100
```
Forces are in eV/Å.